[1]
This record from the Open Molecules 2025 dataset describes a gas-phase ion, C5H13NO2P (charge +1). The level of theory is wB97M-V/def2-TZVPD.

The geometry in XYZ format:
```
22
Properties=species:S:1:pos:R:3:forces:R:3
C 1.24067 0.87638 0.26614 0.9 2.4 0.7
H 0.20155 -0.93580 -1.67296 0.4 -0.6 0.2
H -0.72986 2.41649 -0.34893 -0.1 0.1 0.5
H 1.49158 1.85423 -0.25955 -0.6 -1.5 -0.2
N -0.15632 0.44000 -0.01231 -1.6 0.3 1.7
C -0.27344 -0.01936 -1.41975 0.8 2.5 -0.8
C -0.04252 -1.99525 0.74026 0.1 -1.5 1.4
H -2.12955 1.51514 -0.32502 -1.3 -1.3 -0.8
H 0.83614 -2.03893 1.36827 0.1 0.1 0.5
H 1.51348 1.21821 1.30285 -1.0 -1.1 -0.7
P -0.02581 -0.37485 3.52306 -0.8 0.0 -0.7
O -1.06393 -0.45744 2.19731 0.9 0.9 1.2
C -1.20872 1.57654 0.16859 3.4 1.0 -1.4
H -0.73331 -2.80054 1.04691 0.3 0.4 0.0
H -1.36828 1.79082 1.17577 0.1 0.2 1.7
H -1.31608 -0.04049 -1.55963 -1.2 -0.5 -0.8
H 0.17064 0.80726 -2.05836 -0.6 -1.0 0.7
O 1.32046 -0.17565 3.00412 0.5 -0.1 0.2
H -1.77076 -0.72800 0.43468 0.6 -0.4 -0.2
C -0.75313 -0.71811 0.87083 -1.5 0.3 -1.1
H 0.33346 -2.27332 -0.18972 0.2 -0.2 -1.9
H 1.88797 0.07264 -0.04009 0.3 -0.1 -0.1
```
Forces are in eV/Å.

As for the energy above the lowest of the compared OMol25 structures with the same formula, charge and spin: 103.85 kJ/mol. Its structure (SMILES) is C[C@@H](OP=O)[N+](C)(C)C. Its HOMO-LUMO gap is 10.54 eV. The total charge is +1. For the strongest force on any atom, the calculation gives 3.82 eV/A.

[2]
This record from the Open Molecules 2025 dataset describes a molecular structure, CF4N2O. The level of theory is wB97M-V/def2-TZVPD.

The geometry in XYZ format:
```
8
Properties=species:S:1:pos:R:3:forces:R:3
F 2.05817 0.54707 1.77611 0.6 1.3 1.6
C -1.99093 0.20293 -0.90832 0.6 0.8 0.0
O -1.96177 -0.65670 -1.68336 -0.2 -1.0 -0.8
F 3.17621 -1.10756 0.78000 -1.7 1.2 -0.1
F -1.79844 1.47716 -1.19416 -0.2 0.1 0.3
N 0.88263 -0.34584 0.09679 0.0 0.1 -0.3
F -2.13520 0.07294 0.38008 -0.2 0.2 0.5
N 1.76932 -0.19001 0.75285 1.1 -2.5 -1.1
```
Forces are in eV/Å.

As for the energy above the lowest of the compared OMol25 structures with the same formula, charge and spin: 382.11 kJ/mol. Its HOMO-LUMO gap (spin up / spin down) is 11.27 / 11.27 eV. The total charge is 0. For the strongest force on any atom, the calculation gives 2.94 eV/A.

[3]
This record from the Open Molecules 2025 dataset describes a molecular structure, C2H2Br3I. The level of theory is wB97M-V/def2-TZVPD.

The geometry in XYZ format:
```
8
Properties=species:S:1:pos:R:3:forces:R:3
C 1.08733 0.94065 -0.17230 -2.7 0.6 -3.0
I -2.21698 -0.78392 -1.19965 0.4 0.2 0.8
H 1.44696 0.74220 0.73782 1.6 -0.9 3.1
Br 0.18377 -2.34570 0.73201 -1.1 1.3 -0.2
Br 0.14601 2.55365 -0.30122 0.3 -0.2 -0.1
C -0.96213 -0.72294 0.46384 1.9 -1.7 -1.3
Br 1.55406 0.00021 -1.68251 0.3 0.2 0.0
H -1.23902 -0.38414 1.42201 -0.7 0.6 0.7
```
Forces are in eV/Å.

As for the energy above the lowest of the compared OMol25 structures with the same formula, charge and spin: 307.06 kJ/mol. Its HOMO-LUMO gap (spin up / spin down) is 7.43 / 8.17 eV. The total charge is 0. For the strongest force on any atom, the calculation gives 4.05 eV/A.

[4]
This record from the Open Molecules 2025 dataset describes 4 unconnected molecules or ions with the total composition C19H46FN5O4. The level of theory is wB97M-V/def2-TZVPD.

The geometry in XYZ format:
```
75
Properties=species:S:1:pos:R:3:forces:R:3
N -3.49239 1.61416 -2.19358 1.9 -1.1 -0.8
H 0.36606 -0.49630 3.26315 0.1 0.0 -0.2
C 1.16545 1.93199 -1.40620 -0.5 -1.3 -0.2
H -9.02552 -3.79626 -0.50055 0.0 0.1 0.0
H -7.13628 -2.60382 0.58427 -0.2 0.0 0.0
H -8.87320 -1.38072 1.21864 0.0 -0.1 -0.1
O -3.30941 -0.78623 -2.66354 -0.2 3.2 2.2
F -2.34023 -0.88907 0.28265 -1.0 1.2 -1.2
C 2.38788 1.08876 -0.81394 0.5 0.8 -0.2
O 5.93795 1.05972 -1.46496 0.1 -0.3 -0.4
H 6.13831 1.57598 -3.48178 0.1 0.0 0.0
N -7.39487 -1.87128 -2.76888 0.2 0.1 0.2
H -2.76521 1.86462 1.00393 0.5 -0.2 -1.4
C -3.33985 0.17259 -1.87721 0.3 -0.4 0.1
O -7.46514 -0.68614 -0.16272 0.0 -0.4 0.3
H -7.86838 -0.99755 -2.53909 0.0 -0.2 -0.1
N 0.74001 0.31551 2.77130 -0.1 0.2 0.2
C 6.16781 2.01986 -2.48276 -0.1 0.2 0.3
H 1.30460 1.99415 -2.54580 -0.1 0.1 1.7
H 7.12226 2.52405 -2.31832 0.0 0.0 -0.2
C -2.42086 1.55646 -0.05217 -1.6 0.8 3.8
H 2.30269 0.90873 0.31280 -0.1 0.2 -1.7
C -8.89627 -3.26100 -1.44554 -0.1 -0.3 0.0
C -3.16582 0.16072 -0.25061 0.7 -0.3 -0.9
H -6.42517 -1.58953 -2.90576 0.0 -0.1 -0.1
H 5.38142 2.77480 -2.41709 0.0 -0.1 0.0
H 9.93378 -0.08727 -2.21478 -0.1 0.0 0.1
H -0.85859 1.32404 -2.13992 0.5 0.1 1.6
H -4.17116 0.01301 0.27844 1.3 0.7 -0.8
C 2.16527 0.58951 4.79493 -0.3 0.2 0.0
H 0.15848 1.08438 3.10165 0.1 0.0 0.0
O 1.42161 -0.43199 5.44979 0.4 0.2 0.0
H -2.88308 1.82525 -3.00267 -1.2 -0.4 0.1
H 8.91963 1.34191 -2.31990 -0.1 0.0 0.0
H -0.11158 0.03275 -1.09449 0.2 1.6 -0.5
H 3.12935 -0.40865 1.58838 0.0 0.0 0.1
C 7.96436 -0.38700 -1.37248 0.0 0.4 -0.1
H -4.00048 3.13567 -0.78851 1.7 -0.7 0.0
H 6.28226 -0.51897 -2.77902 0.1 0.1 -0.1
C 6.47463 -0.22998 -1.73862 -0.1 -0.2 0.3
H 4.01464 -0.51485 3.10948 -0.1 0.0 0.0
H 3.18174 -1.51413 5.77495 0.0 0.0 -0.1
H -8.82754 0.36761 0.92844 0.1 0.0 0.0
C -7.47103 -2.73338 -1.58309 -0.3 0.3 0.0
H 1.70284 1.53157 5.10665 -0.1 -0.1 0.0
H -9.52805 -0.68335 -0.29963 -0.1 -0.1 0.1
C -0.25041 1.17480 -1.18296 1.0 -0.9 -0.3
H 3.35731 1.68229 -0.99086 -1.3 -0.9 0.3
H -5.87616 -1.89664 -0.41357 -0.1 0.1 -0.1
H 2.52499 0.09325 -1.36745 -0.4 1.4 0.9
H 8.18590 -1.45960 -1.35777 -0.1 0.0 0.0
H -2.15976 3.23474 -1.36069 -1.7 -0.7 -0.1
C 3.01649 -0.55567 2.66471 0.2 0.0 -0.1
H 5.90074 -0.92247 -1.11430 0.0 0.1 0.0
C -8.74017 -0.61137 0.45284 0.1 0.3 -0.2
N 8.25421 0.15904 -0.04072 -0.3 -0.1 0.0
H -0.60109 1.10631 0.88680 -0.3 0.1 -0.7
C -6.96135 -2.00930 -0.32083 0.3 0.0 -0.2
H 8.63413 -0.02656 -3.40672 0.0 0.0 0.0
H 2.61837 -1.56142 2.80806 0.0 0.1 0.1
H 1.68896 -2.18539 6.45562 0.0 0.1 0.0
C 2.11288 -1.66164 5.59669 -0.4 -0.1 0.0
H 1.95697 -2.29049 4.71779 0.2 -0.1 0.0
C 2.11207 0.52317 3.25561 0.0 -0.4 0.1
H -6.82112 -3.59936 -1.74786 0.1 0.1 0.0
H 1.07609 2.97662 -0.96318 0.2 -1.4 -0.6
H 7.89177 1.11226 -0.01886 0.1 -0.1 0.0
C -3.05531 2.57119 -1.10007 0.4 -1.8 0.4
N -0.95013 1.61053 0.05782 -0.9 -0.1 -1.5
H 2.46720 1.48686 2.87390 -0.1 0.0 0.1
H -9.12001 -3.96120 -2.25491 0.1 0.1 0.0
C 8.90882 0.25286 -2.38578 0.2 -0.1 -0.1
H 7.68128 -0.33065 0.64406 0.2 0.0 0.0
H -9.64401 -2.46786 -1.49493 0.1 0.0 0.0
H 3.19840 0.61539 5.16173 0.0 -0.1 -0.1
```
Forces are in eV/Å.

Its structure (SMILES) is CCCN[C@H]1CNC(=O)[C@H]1F.COC[C@@H](C)N.COC[C@@H](C)N.COC[C@@H](C)N. Its HOMO-LUMO gap is 9.52 eV. The total charge is 0. For the strongest force on any atom, the calculation gives 4.18 eV/A.